Entry 1:
The following is a DFT calculation (the ωB97M-V functional and the def2-TZVPD basis) of C26H43F3O2P2Ru as an isolated structure at a distorted geometry.

Results
**Kohn-Sham gap (alpha / beta)**: 0.244 / 0.162 hartree
**E_LUMO (alpha / beta)**: -0.22468 / -0.34673 Ha
**<S²>**: 6.063
**F_max**: 0.09036 Eh/bohr
**Energy relative to the best compared isomer or geometry (same formula, charge and spin)**: 0.00 kcal/mol

Geometry as ORCA input:
```
! RIJCOSX wB97M-V def2-TZVPD def2/J DEFGRID3
* xyz 2 5
Ru 0.271 -1.356 0.069
C 1.103 -3.647 1.544
C 0.032 -3.513 0.577
C 2.063 -2.965 -0.436
C 2.317 -3.313 0.920
C 0.655 -3.205 -0.721
C 0.950 -4.138 2.927
H -0.101 -4.301 3.180
H 1.353 -3.430 3.671
H 1.482 -5.089 3.060
C 3.664 -3.462 1.524
H 3.591 -3.457 2.618
H 4.331 -2.647 1.212
H 4.116 -4.422 1.228
C 3.082 -2.684 -1.467
H 3.563 -3.609 -1.809
H 3.858 -2.018 -1.075
H 2.614 -2.202 -2.329
C 0.060 -3.513 -2.049
H 0.002 -4.596 -2.222
H 0.669 -3.072 -2.842
H -0.947 -3.095 -2.130
C -1.331 -4.076 0.732
H -1.319 -5.172 0.632
H -1.991 -3.665 -0.034
H -1.737 -3.814 1.714
C 0.387 0.324 1.379
C -0.419 -0.636 2.034
C -1.917 -0.602 2.094
C -2.612 -0.485 0.719
C -1.795 -1.021 -0.432
C -0.918 -0.189 -1.199
C -0.652 1.233 -0.819
C -0.148 1.506 0.616
H -2.245 0.226 2.743
H -2.895 0.563 0.541
H -2.250 -1.526 2.588
H -0.957 1.970 1.202
H 1.380 0.462 1.837
H 0.050 -1.137 2.896
H 0.667 2.247 0.561
H 0.092 1.639 -1.538
H -0.848 -0.405 -2.269
H -1.599 1.802 -0.938
H -3.551 -1.061 0.757
H -2.275 -1.843 -0.972
P -1.574 4.003 -0.424
P -0.761 2.888 -3.293
C -2.103 4.986 -1.919
C -1.216 4.696 -3.135
H -2.051 6.044 -1.631
H -3.155 4.729 -2.114
H -1.733 4.959 -4.068
H -0.275 5.266 -3.098
C 0.299 2.962 -4.773
H 0.398 1.945 -5.174
H 1.293 3.325 -4.483
H -0.137 3.629 -5.530
C -2.346 2.323 -4.029
H -2.733 3.099 -4.705
H -3.081 2.124 -3.237
H -2.157 1.397 -4.585
C -0.285 5.134 0.229
H -0.061 4.873 1.270
H -0.627 6.175 0.166
H 0.625 5.008 -0.372
C -2.997 4.196 0.708
H -3.939 4.134 0.147
H -2.954 5.147 1.254
H -2.978 3.368 1.431
F 4.183 -0.432 5.713
C 4.043 -1.393 4.750
F 5.172 -1.376 3.983
F 4.003 -2.610 5.377
C 2.720 -1.123 3.917
O 2.890 -0.654 2.766
O 1.693 -1.424 4.568
*
```


Entry 2:
The following is a DFT calculation (the ωB97M-V functional and the def2-TZVPD basis) of a 2-piece molecular cluster, CH2N2O3 overall at a distorted geometry.

Results
**Kohn-Sham gap (alpha / beta)**: 0.245 / 0.341 hartree
**E_LUMO (alpha / beta)**: -0.01135 / 0.00570 Ha
**F_max**: 0.07313 Eh/bohr
**Energy relative to the best compared isomer or geometry (same formula, charge and spin)**: 157.43 kcal/mol

Geometry as ORCA input:
```
! RIJCOSX wB97M-V def2-TZVPD def2/J DEFGRID3
* xyz 0 1
C 1.233 0.367 -0.188
N -0.832 -1.051 -1.193
N 0.587 0.220 0.970
O 1.968 0.799 -0.982
O -1.625 0.068 -1.149
O -1.821 -0.991 -0.239
H -0.431 -0.095 0.925
H 0.920 0.683 1.856
*
```


Entry 3:
The following is a DFT calculation (the ωB97M-V functional and the def2-TZVPD basis) of a 3-piece molecular cluster, C31H35F9N2O10PS overall at a distorted geometry.

Results
**Kohn-Sham gap**: 0.242 hartree
**E_LUMO**: -0.14979 Ha
**F_max**: 0.07302 Eh/bohr
**Energy relative to the best compared isomer or geometry (same formula, charge and spin)**: 0.00 kcal/mol

Geometry as ORCA input:
```
! RIJCOSX wB97M-V def2-TZVPD def2/J DEFGRID3
* xyz 1 1
C 0.066 0.980 4.219
C -0.205 1.720 2.905
C 0.378 0.967 1.728
F 0.121 -0.375 1.753
N 0.066 1.522 0.394
C 1.108 1.980 -0.398
F 2.362 1.981 -0.076
C 0.573 2.449 -1.513
C 1.466 3.077 -2.558
C 1.754 2.245 -3.840
C 2.998 1.367 -3.786
C 3.057 0.390 -2.585
C 3.152 0.563 -5.100
C 2.180 -0.632 -5.210
C 2.881 -1.968 -5.051
C 2.662 -2.781 -4.024
C 1.402 -2.777 -3.199
C 3.713 -3.806 -3.618
N -0.802 2.275 -1.441
C -1.734 2.708 -2.472
F -2.728 3.338 -1.838
F -1.186 3.618 -3.251
C -2.402 1.588 -3.389
F -2.257 1.966 -4.666
F -3.710 1.571 -3.171
C -1.857 0.138 -3.309
F -0.661 0.013 -3.860
F -2.698 -0.617 -4.012
F -1.815 -0.373 -2.062
C -1.075 1.728 -0.234
P -2.725 1.337 0.491
O -2.604 0.175 1.585
O -3.779 0.829 -0.597
S -3.376 2.938 1.293
H -0.430 1.470 5.051
H 1.138 0.905 4.403
H -0.346 -0.026 4.142
H 0.264 2.706 2.941
H -1.273 1.892 2.833
H 1.460 1.047 1.831
H 1.009 4.014 -2.870
H 2.417 3.330 -2.094
H 0.846 1.712 -4.130
H 1.927 2.975 -4.633
H 3.879 2.012 -3.753
H 2.087 0.209 -2.120
H 3.469 -0.572 -2.877
H 3.771 0.783 -1.860
H 2.897 1.260 -5.903
H 4.170 0.197 -5.223
H 1.631 -0.633 -6.155
H 1.423 -0.600 -4.428
H 3.560 -2.259 -5.847
H 1.190 -3.777 -2.825
H 0.524 -2.423 -3.738
H 1.498 -2.147 -2.303
H 4.382 -3.317 -2.912
H 4.211 -4.173 -4.512
H 3.192 -4.605 -3.090
H -2.216 -0.632 1.199
H -3.710 -0.139 -0.666
C -4.595 3.159 6.726
C -5.897 3.142 7.051
C -6.897 2.340 6.265
O -8.057 2.353 6.622
C -6.421 1.591 5.108
C -5.123 1.615 4.788
C -4.122 2.394 5.589
O -2.951 2.351 5.243
O -4.622 0.956 3.745
O -6.382 3.823 8.078
H -3.867 3.729 7.285
H -7.150 1.031 4.539
H -3.667 1.154 3.754
H -7.341 3.640 8.097
C 3.519 -5.703 2.324
C 3.856 -5.086 1.183
C 3.205 -3.802 0.760
O 3.566 -3.277 -0.278
C 2.165 -3.245 1.610
C 1.825 -3.862 2.748
C 2.495 -5.134 3.186
O 2.148 -5.630 4.239
O 0.880 -3.397 3.560
O 4.783 -5.566 0.360
H 3.982 -6.627 2.640
H 1.691 -2.329 1.286
H 0.836 -4.028 4.306
H 4.839 -4.937 -0.384
*
```